<P>
Here is 3 unconnected molecules or ions with the total composition C3H13NO2S from the Open Molecules 2025 dataset. Energies are from ωB97M-V/def2-TZVPD.

Computed properties:
**SMILES**: C[C@H](N)CS.O.O
**HOMO-LUMO gap**: 10.05 eV

Bonds (Å) are listed after each position.
CARTESIAN COORDINATES (ANGSTROEM)
1 C 0.070 -0.859 1.978  C2 1.497, H6 1.059, H7 1.066, H8 1.049
2 C -0.180 0.270 1.028  C1 1.497, C3 1.520, N5 1.481, H9 1.168
3 C -1.199 -0.150 -0.019  C2 1.520, S4 1.890, H10 1.081, H11 1.085
4 S -1.346 1.197 -1.337  C3 1.890, H12 1.383
5 N -0.458 1.508 1.792  C2 1.481, H13 1.007, H14 0.995
6 H 0.573 -1.670 1.519  C1 1.059
7 H 0.654 -0.408 2.747  C1 1.066
8 H -0.884 -1.122 2.324  C1 1.049
9 H 0.794 0.556 0.450  C2 1.168
10 H -2.155 -0.306 0.463  C3 1.081
11 H -0.942 -1.109 -0.455  C3 1.085
12 H -1.939 0.412 -2.309  S4 1.383
13 H -1.457 1.639 1.776  N5 1.007
14 H -0.247 2.291 1.217  N5 0.995
15 H 0.850 -0.872 -1.800  O17 0.977
16 H 1.670 -2.137 -1.583  O17 0.979
17 O 1.084 -1.517 -1.104  H15 0.977, H16 0.979
18 H 2.240 0.319 -1.848  O20 0.968
19 H 1.092 1.285 -2.215  O20 1.007
20 O 1.780 0.673 -2.622  H18 0.968, H19 1.007

<Q>
Here is 3 unconnected molecules or ions with the total composition C3H13NO2S from the Open Molecules 2025 dataset. Energies are from ωB97M-V/def2-TZVPD.

Computed properties:
**SMILES**: C[C@H](N)CS.O.O
**HOMO-LUMO gap**: 9.34 eV

Bonds (Å) are listed after each position.
CARTESIAN COORDINATES (ANGSTROEM)
1 C -0.852 -0.340 0.446  C2 1.490, H6 1.189, H7 1.130, H8 1.153
2 C 0.112 -1.165 -0.336  C1 1.490, C3 1.646, N5 1.445, H9 1.122
3 C -0.179 -2.782 -0.243  C2 1.646, S4 1.887, H10 1.089, H11 1.088
4 S 0.837 -3.598 -1.608  C3 1.887, H12 1.380
5 N 0.215 -0.410 -1.564  C2 1.445, H13 1.038, H14 0.999
6 H -1.455 -1.166 1.053  C1 1.189
7 H -0.245 0.209 1.225  C1 1.130
8 H -1.678 0.263 -0.087  C1 1.153
9 H 1.050 -1.119 0.278  C2 1.122
10 H -1.199 -3.025 -0.538  C3 1.089
11 H 0.053 -3.361 0.649  C3 1.088
12 H 2.095 -3.769 -1.068  S4 1.380
13 H 0.184 -0.941 -2.455  N5 1.038
14 H -0.608 0.088 -1.834  N5 0.999
15 H 1.336 3.199 2.305  O17 1.009
16 H 2.430 1.996 1.940  O17 0.997
17 O 1.499 2.331 1.817  H15 1.009, H16 0.997
18 H -1.591 5.061 -0.426  O20 0.968
19 H -1.056 4.162 0.672  O20 0.924
20 O -0.948 4.366 -0.223  H18 0.968, H19 0.924

<R>
Here is 3 unconnected molecules or ions with the total composition C3H13NO2S from the Open Molecules 2025 dataset. Energies are from ωB97M-V/def2-TZVPD.

Computed properties:
**SMILES**: CNCCS.O.O
**HOMO-LUMO gap**: 9.35 eV

Bonds (Å) are listed after each position.
CARTESIAN COORDINATES (ANGSTROEM)
1 C 2.034 0.795 -1.551  N2 1.476, H6 1.087, H7 1.086, H8 1.094
2 N 1.131 -0.057 -0.751  C1 1.476, C3 1.448, H9 1.007
3 C 0.059 0.703 -0.142  N2 1.448, C4 1.526, H10 1.086, H11 1.098
4 C -0.896 -0.269 0.547  C3 1.526, S5 1.836, H12 1.089, H13 1.091
5 S -0.215 -1.433 1.793  C4 1.836, H14 1.317
6 H 2.857 1.109 -0.915  C1 1.087
7 H 1.489 1.571 -2.080  C1 1.086
8 H 2.484 0.124 -2.288  C1 1.094
9 H 0.767 -0.800 -1.324  N2 1.007
10 H 0.436 1.382 0.618  C3 1.086
11 H -0.555 1.271 -0.853  C3 1.098
12 H -1.643 0.170 1.208  C4 1.089
13 H -1.426 -0.812 -0.236  C4 1.091
14 H 0.786 -2.083 1.236  S5 1.317
15 H 0.883 2.296 2.874  O17 0.964
16 H -0.005 1.065 3.119  O17 0.967
17 O -0.034 1.999 2.874  H15 0.964, H16 0.967
18 H -3.006 -2.643 -0.699  O20 0.967
19 H -2.811 -2.050 -2.108  O20 0.962
20 O -2.334 -2.337 -1.323  H18 0.967, H19 0.962

<S>
Here is 3 unconnected molecules or ions with the total composition C3H13NO2S from the Open Molecules 2025 dataset. Energies are from ωB97M-V/def2-TZVPD.

Computed properties:
**SMILES**: C[C@@H](N)CS.O.O
**HOMO-LUMO gap**: 9.94 eV

Bonds (Å) are listed after each position.
CARTESIAN COORDINATES (ANGSTROEM)
1 C -0.719 -1.397 1.620  C2 1.518, H6 1.076, H7 1.124, H8 1.084
2 C -0.168 -1.047 0.250  C1 1.518, C3 1.541, N5 1.472, H9 1.067
3 C -1.120 -0.166 -0.581  C2 1.541, S4 1.763, H10 1.176, H11 1.144
4 S -0.366 0.390 -2.075  C3 1.763, H12 1.429
5 N 0.262 -2.311 -0.372  C2 1.472, H13 1.038, H14 0.989
6 H -1.282 -0.625 2.115  C1 1.076
7 H -0.022 -2.113 2.135  C1 1.124
8 H -1.479 -2.127 1.366  C1 1.084
9 H 0.670 -0.466 0.563  C2 1.067
10 H -2.080 -0.785 -0.858  C3 1.176
11 H -1.526 0.730 0.004  C3 1.144
12 H -0.856 1.731 -2.135  S4 1.429
13 H -0.519 -2.890 -0.734  N5 1.038
14 H 0.679 -1.885 -1.160  N5 0.989
15 H 0.715 2.658 0.626  O17 0.981
16 H 0.911 1.801 1.945  O17 0.896
17 O 0.324 2.129 1.354  H15 0.981, H16 0.896
18 H 2.824 2.497 -1.666  O20 0.974
19 H 1.591 1.552 -1.423  O20 1.060
20 O 2.162 2.323 -0.974  H18 0.974, H19 1.060

Which one sits at the top of the stability order? <P> does.